# 1
DFT (ωB97M-V with the def2-TZVPD basis set) results for C21H32N4O3 in the gas phase.

```
60
Properties=species:S:1:pos:R:3:forces:R:3:nbo_charge:R:1
C -7.2450 1.8550 -1.9564 -0.006 0.004 0.000 -0.60
C -5.7383 2.0739 -1.9962 -0.001 -0.005 -0.015 -0.39
C -4.9870 1.1758 -1.0220 -0.004 -0.002 0.003 -0.39
C -3.4800 1.3863 -1.0558 0.009 -0.069 -0.101 -0.39
C -2.7244 0.4755 -0.0874 0.009 0.088 0.179 -0.42
C -1.2452 0.7133 -0.1352 0.036 0.103 -0.167 -0.18
C -0.5750 1.4415 0.7457 -0.012 -0.079 0.134 -0.16
C 0.8898 1.7387 0.6493 0.008 -0.070 0.002 -0.53
C 1.6123 1.4502 1.9634 0.052 0.027 -0.023 0.70
O 0.9969 1.4209 3.0142 -0.001 -0.010 0.063 -0.63
N 2.9660 1.2787 1.9181 -0.093 -0.005 -0.073 -0.45
C 3.6919 1.0964 3.1718 0.006 0.001 0.047 -0.21
C 4.9120 0.2001 2.9911 0.013 0.021 0.000 -0.42
C 4.5492 -1.1298 2.3912 0.010 -0.005 0.080 -0.20
C 5.4052 -1.8078 1.3858 0.005 0.022 -0.021 -0.38
C 4.0807 -1.2140 0.9438 0.001 0.002 -0.105 -0.16
C 3.0022 -2.2530 0.8042 -0.144 0.047 0.058 0.70
O 3.0708 -3.3274 1.3801 -0.011 -0.017 -0.063 -0.64
N 1.9010 -1.9393 0.0684 0.093 -0.018 -0.044 -0.62
C 0.8559 -2.9242 -0.1070 0.032 -0.018 0.017 -0.28
C -0.1176 -2.4675 -1.1360 -0.048 0.090 -0.003 0.55
N -1.3792 -2.7194 -1.2148 -0.055 0.014 -0.018 -0.50
C -1.7491 -2.0239 -2.3488 0.037 -0.060 0.043 0.33
C -3.1408 -1.9876 -2.8608 -0.020 -0.042 -0.021 -0.66
N -0.7770 -1.3860 -2.9243 0.040 -0.030 0.011 -0.16
O 0.3302 -1.6860 -2.1201 0.034 0.027 -0.049 -0.32
C 4.0867 0.0203 0.0446 -0.008 0.019 -0.001 -0.40
C 3.7661 1.3792 0.7157 0.037 -0.016 0.007 -0.22
H -7.7649 2.5057 -2.6602 -0.001 -0.001 0.001 0.21
H -7.4964 0.8225 -2.2080 0.000 -0.001 -0.001 0.20
H -7.6420 2.0565 -0.9594 -0.001 0.001 0.000 0.20
H -5.3654 1.8949 -3.0100 -0.003 0.000 0.010 0.19
H -5.5105 3.1199 -1.7691 0.001 -0.005 0.003 0.20
H -5.3545 1.3534 -0.0053 -0.003 0.009 0.005 0.20
H -5.2201 0.1282 -1.2444 0.003 -0.014 -0.012 0.19
H -3.1067 1.2245 -2.0747 -0.013 -0.006 0.013 0.19
H -3.2507 2.4282 -0.8117 0.010 -0.011 0.004 0.20
H -3.0824 0.6604 0.9301 -0.010 -0.018 -0.015 0.21
H -2.9459 -0.5730 -0.3125 0.018 0.055 0.043 0.20
H -0.7185 0.3357 -1.0098 -0.011 -0.018 0.002 0.18
H -1.0855 1.8496 1.6118 0.023 -0.022 0.018 0.22
H 1.3300 1.1967 -0.1895 -0.017 -0.012 -0.004 0.20
H 1.0375 2.8055 0.4443 0.037 0.023 -0.021 0.24
H 3.9969 2.0706 3.5703 0.001 0.005 0.009 0.19
H 2.9961 0.6608 3.8855 -0.003 -0.015 0.009 0.24
H 5.6774 0.6925 2.3861 -0.011 -0.003 0.013 0.20
H 5.3644 0.0382 3.9720 0.008 0.019 0.001 0.23
H 4.0004 -1.7928 3.0487 -0.004 -0.016 0.004 0.24
H 6.2879 -1.2815 1.0437 -0.001 0.017 0.002 0.21
H 5.4731 -2.8846 1.4146 -0.023 -0.019 0.006 0.25
H 1.8716 -1.1123 -0.4971 -0.022 0.045 0.042 0.41
H 1.2914 -3.8792 -0.4137 -0.010 -0.017 0.006 0.24
H 0.3142 -3.1051 0.8211 -0.003 0.005 -0.002 0.24
H -3.2056 -1.3396 -3.7311 0.000 0.003 -0.006 0.24
H -3.4607 -2.9935 -3.1315 -0.009 0.003 -0.002 0.24
H -3.8104 -1.6218 -2.0825 0.000 -0.011 -0.031 0.24
H 5.0583 0.1046 -0.4462 0.014 0.013 0.017 0.22
H 3.3884 -0.1260 -0.7817 0.019 -0.020 -0.004 0.20
H 3.2812 2.0375 -0.0019 -0.004 -0.012 -0.009 0.22
H 4.6932 1.8839 0.9898 -0.003 0.004 -0.043 0.20
```
Positions in Å, forces in eV/Å.

- ΔE to the lowest compared entry with this formula, charge and spin: 75.6 kcal per mole
- Frontier orbital gap: 9.885 eV
- Calculated total energy: -34398.78209 eV



# 2
DFT (ωB97M-V with the def2-TZVPD basis set) results for 5 unconnected molecules or ions with the total composition C21H32N5O4P.

```
63
Properties=species:S:1:pos:R:3:forces:R:3:nbo_charge:R:1
C -3.9778 6.2158 -4.5945 -0.042 0.013 -0.031 -0.60
C -3.6730 5.1807 -3.5139 0.099 0.113 0.048 -0.40
C -2.2739 4.5456 -3.6521 -0.092 -0.112 -0.049 -0.43
C -2.2720 3.0551 -4.0101 -0.046 0.131 -0.106 -0.07
O -1.5528 2.4233 -2.9462 -0.158 -0.256 -0.074 -0.24
O -1.4485 1.0343 -3.3602 0.194 0.345 -0.168 -0.26
C -0.6645 0.3561 -2.5166 -0.552 0.348 0.508 0.98
O -0.1129 -0.6448 -2.8149 0.292 -0.555 -0.223 -0.55
O -0.6969 0.8805 -1.2573 -0.094 -0.068 0.028 -0.79
P 0.4416 0.3813 -0.1937 1.709 0.232 0.520 1.57
N 1.9076 0.7360 -0.5312 -0.221 -0.170 0.192 -1.30
H -3.1368 6.9033 -4.7160 -0.045 -0.027 0.002 0.20
H -4.8495 6.8167 -4.3281 -0.008 -0.077 -0.053 0.21
H -4.1760 5.7486 -5.5626 0.070 0.022 0.034 0.20
H -3.7424 5.6732 -2.5416 -0.024 -0.070 -0.014 0.21
H -4.4360 4.3972 -3.5252 0.008 0.081 0.066 0.20
H -1.6954 5.0850 -4.4059 -0.009 -0.002 0.090 0.21
H -1.7293 4.6517 -2.7099 0.023 -0.010 -0.066 0.24
H -1.7639 2.8475 -4.9539 0.034 -0.002 0.059 0.19
H -3.2831 2.6407 -4.0612 0.062 0.002 0.058 0.18
H -0.0158 0.9388 1.0063 -0.577 -0.063 -0.157 -0.06
H 0.2801 -1.0009 -0.0524 -0.609 0.011 -0.367 -0.07
H 2.3171 1.3781 0.1379 0.101 0.192 -0.308 0.39
C 2.8891 5.9941 -0.4563 -0.002 -0.002 -0.001 -0.31
C 2.3306 4.7067 -0.2243 -0.008 0.002 0.000 -0.30
C 2.0253 4.1654 -1.4452 -0.059 0.007 0.002 -0.08
N 2.3759 5.0767 -2.4022 -0.021 0.005 -0.013 -0.51
C 2.9044 6.1923 -1.8108 -0.010 -0.005 0.002 -0.08
H 3.2409 6.6913 0.2857 0.000 -0.003 -0.003 0.22
H 2.1728 4.2351 0.7319 0.001 0.006 0.000 0.21
H 1.5955 3.2125 -1.7047 0.053 -0.015 -0.009 0.22
H 2.2659 4.9434 -3.3903 0.027 -0.010 0.011 0.41
H 3.2476 7.0258 -2.3991 -0.001 0.000 0.006 0.21
C -4.5682 -0.5610 1.9026 0.000 0.007 0.006 -0.30
C -4.6262 0.7492 1.3519 -0.006 -0.004 0.005 -0.29
C -3.6136 0.8552 0.4361 0.016 0.007 0.012 -0.08
N -2.9471 -0.3396 0.4162 0.050 -0.087 0.052 -0.52
C -3.5222 -1.2100 1.3032 -0.007 0.043 0.022 -0.08
H -5.2227 -0.9782 2.6495 0.003 0.003 -0.001 0.22
H -5.3330 1.5235 1.5995 0.003 -0.004 0.001 0.22
H -3.3096 1.6694 -0.2001 0.006 -0.003 0.002 0.22
H -2.1635 -0.5500 -0.1718 -0.139 -0.045 -0.100 0.40
H -3.1451 -2.2112 1.4265 -0.017 -0.007 -0.015 0.21
C 1.7756 -4.8338 2.3450 0.011 -0.058 0.047 -0.31
C 2.6351 -4.0433 1.5348 0.026 0.017 -0.001 -0.29
C 2.0307 -2.8279 1.3591 -0.039 -0.003 0.015 -0.09
N 0.8366 -2.8581 2.0331 -0.005 0.013 -0.010 -0.51
C 0.6743 -4.0756 2.6369 -0.005 0.029 0.000 -0.08
H 1.9442 -5.8487 2.6669 -0.007 -0.017 -0.063 0.22
H 3.5884 -4.3343 1.1263 -0.007 0.000 -0.006 0.22
H 2.3508 -1.9536 0.8148 0.007 -0.001 0.005 0.22
H 0.1748 -2.1057 2.0847 0.023 0.001 0.056 0.40
H -0.2047 -4.2964 3.2181 -0.003 -0.003 -0.011 0.21
C 4.0156 -9.5431 5.1026 0.006 0.004 -0.005 -0.31
C 4.8697 -8.7503 4.2872 -0.012 -0.011 0.012 -0.30
C 4.2568 -7.5383 4.1131 0.004 0.022 -0.016 -0.08
N 3.0687 -7.5693 4.7895 -0.046 0.024 0.006 -0.51
C 2.9130 -8.7856 5.3957 0.010 -0.001 -0.009 -0.08
H 4.1916 -10.5526 5.4347 -0.001 0.004 -0.002 0.22
H 5.8235 -9.0375 3.8773 -0.004 0.000 0.002 0.22
H 4.5635 -6.6601 3.5707 0.002 -0.004 0.001 0.21
H 2.4118 -6.8116 4.8338 0.032 0.011 0.019 0.41
H 2.0375 -9.0086 5.9809 0.003 -0.004 -0.003 0.21
```
Positions in Å, forces in eV/Å.

- Frontier orbital gap: 8.685 eV
- Calculated total energy: -47221.05898 eV



# 3
DFT (ωB97M-V with the def2-TZVPD basis set) results for C21H32N6O in the gas phase.

```
60
Properties=species:S:1:pos:R:3:forces:R:3:nbo_charge:R:1
C -1.5250 -3.4082 1.0384 -0.250 -0.022 0.021 -0.61
C -3.0425 -3.3456 1.2039 0.410 -0.374 0.055 -0.21
N -3.5741 -2.1105 0.6968 -0.193 0.551 0.163 -0.16
C -3.5195 -0.8927 1.2730 -0.234 0.074 -0.188 -0.05
C -4.0893 0.0057 0.3936 0.034 -0.144 0.089 -0.16
C -4.2192 1.4916 0.5540 0.093 0.021 0.114 -0.23
N -3.0064 2.2566 0.3035 -0.081 0.131 -0.139 -0.44
C -2.5634 2.1782 -1.0784 0.005 0.083 -0.141 -0.22
C -1.1523 2.7322 -1.2170 -0.134 -0.117 -0.078 -0.42
C -0.1501 1.8166 -0.5022 -0.416 -0.199 0.050 -0.03
N 1.0023 2.5780 -0.0719 0.744 -0.251 0.001 -0.19
N 0.9370 3.8949 0.1482 -0.394 0.734 0.000 -0.29
C 2.1218 4.2540 0.5963 -0.108 -0.334 -0.067 -0.04
C 2.9895 3.1597 0.6876 0.092 -0.263 0.006 -0.36
C 2.2284 2.0923 0.2561 0.234 0.496 0.136 0.31
N 2.5309 0.7428 0.1391 -0.561 0.108 -0.167 -0.62
C 3.7245 0.1628 0.4736 -0.240 -0.526 -0.007 0.70
O 4.6556 0.7740 0.9381 0.158 0.260 0.027 -0.59
C 3.7331 -1.3333 0.1700 0.140 0.081 0.165 -0.32
C 3.8661 -1.5577 -1.3538 0.045 0.014 -0.159 -0.40
C 5.3405 -1.8942 -1.5580 -0.045 -0.165 -0.021 -0.40
C 5.6609 -2.7556 -0.3419 0.040 0.072 -0.019 -0.40
C 4.9556 -2.0227 0.8000 0.031 -0.068 0.108 -0.41
C -0.8240 1.1357 0.7056 -0.108 0.038 0.012 -0.44
C -1.9249 2.0470 1.2527 0.240 0.014 0.094 -0.23
C -4.4696 -0.7896 -0.7125 0.201 0.041 0.372 0.14
C -5.1824 -0.3728 -1.9505 0.014 -0.029 0.074 -0.65
N -4.1436 -2.0549 -0.5049 -0.158 -0.494 -0.571 -0.28
H -1.1494 -4.3589 1.4060 0.092 -0.100 0.045 0.22
H -1.0470 -2.6054 1.5964 0.072 0.055 0.043 0.20
H -1.2618 -3.3105 -0.0123 0.036 0.010 -0.085 0.22
H -3.3108 -3.4426 2.2603 -0.056 -0.013 -0.135 0.20
H -3.5161 -4.1497 0.6374 -0.034 0.120 0.132 0.23
H -3.1056 -0.7561 2.2525 0.108 0.024 0.228 0.21
H -4.5448 1.7256 1.5720 -0.094 0.034 -0.115 0.21
H -4.9790 1.8629 -0.1394 -0.068 -0.003 0.098 0.21
H -2.5803 1.1429 -1.4623 -0.052 0.012 -0.012 0.16
H -3.2571 2.7709 -1.6840 0.059 -0.114 -0.085 0.20
H -0.8883 2.8248 -2.2707 0.020 0.068 0.011 0.22
H -1.1019 3.7219 -0.7656 -0.021 -0.042 -0.091 0.25
H 0.2013 1.0478 -1.2059 -0.029 0.148 0.070 0.19
H 2.3166 5.2793 0.8388 0.008 0.229 0.044 0.21
H 4.0057 3.1334 1.0154 0.178 -0.055 0.047 0.25
H 1.8060 0.1507 -0.2391 0.186 -0.021 0.083 0.40
H 2.7964 -1.7598 0.5407 0.019 0.066 -0.016 0.22
H 3.5585 -0.6853 -1.9315 -0.099 -0.039 -0.044 0.21
H 3.2489 -2.4055 -1.6579 -0.021 0.017 -0.025 0.20
H 5.5238 -2.4036 -2.5030 0.048 0.056 -0.061 0.21
H 5.9349 -0.9804 -1.5292 0.062 0.050 -0.038 0.21
H 6.7303 -2.8569 -0.1676 0.041 -0.087 0.015 0.21
H 5.2370 -3.7533 -0.4735 0.028 -0.061 -0.035 0.19
H 4.6729 -2.6936 1.6097 0.007 0.028 0.061 0.21
H 5.6093 -1.2494 1.2074 -0.051 -0.064 0.029 0.24
H -0.0839 0.9389 1.4841 0.044 -0.058 -0.024 0.22
H -1.2597 0.1830 0.3982 0.024 -0.013 0.002 0.21
H -2.3347 1.6351 2.1760 0.010 0.058 0.032 0.20
H -1.4804 3.0211 1.4897 0.035 -0.116 0.148 0.21
H -4.6304 0.4000 -2.4829 -0.003 0.050 -0.082 0.22
H -5.3042 -1.2364 -2.5979 -0.037 -0.008 -0.084 0.23
H -6.1659 0.0246 -1.7012 -0.073 0.035 -0.085 0.22
```
Positions in Å, forces in eV/Å.

- ΔE to the lowest compared entry with this formula, charge and spin: 8.1 kcal per mole
- Frontier orbital gap: 8.577 eV
- Calculated total energy: -33284.53914 eV



Sequential F_max output: 0.0039; 0.0350; 0.0162 Eh/bohr